Entry 1:
Below is a cluster of 2 separate species, C6H11O3 in total, with properties calculated with ωB97M-V with the def2-TZVPD basis set.

The geometry in XYZ format:
```
20
Properties=species:S:1:pos:R:3:forces:R:3:lowdin_charge:R:1
C -1.491137 0.673715 -2.664539 -0.167 1.703 1.028 -0.130
H 0.809613 -1.470447 1.061389 -0.533 0.701 0.306 0.086
H -1.774218 1.133296 -0.502918 -0.538 0.601 0.305 0.083
H -2.020371 -0.492437 1.366729 -0.510 0.235 -0.465 0.112
C 0.001498 -0.831333 1.510148 2.405 0.743 2.861 -0.154
C 0.466599 0.805465 1.296160 -0.628 -3.377 0.596 -0.738
H -1.627382 -0.107906 -3.385829 -1.440 -0.517 -0.214 0.050
H -0.071464 -1.205501 2.647938 0.117 1.111 -2.124 0.122
C -1.283609 -1.079843 0.830667 0.469 0.196 0.340 -0.310
C -1.614510 0.346809 -1.203890 2.657 -4.798 1.013 -0.136
H 2.771233 -0.405235 -0.282223 0.664 -1.765 -1.553 0.057
H -0.839002 -1.718612 -1.222902 0.128 0.483 0.051 0.103
O 3.104650 -1.165514 -0.929457 -2.554 1.616 1.100 -0.177
H 2.206329 -1.404664 -1.304197 1.592 0.341 0.568 0.027
H -0.446952 0.805706 -2.882797 0.779 1.083 0.168 0.056
O 1.373082 0.834980 0.472125 1.777 0.599 -1.308 -0.074
H -2.068121 1.654459 -2.758973 0.773 -1.462 -0.909 0.089
H -1.453306 -2.108768 0.997587 -0.899 -1.370 0.093 0.080
C -1.118317 -0.847412 -0.613938 -3.291 3.324 -2.458 -0.106
O -0.133921 1.694998 1.874650 -0.799 0.555 0.602 -0.041
```
Forces are in eV/Å.

Values from the calculation:
Molecular weight in g mol⁻¹: 131.15
Total charge: -1
Energy relative to the best compared isomer or geometry (same formula, charge and spin) in kcal per mole: 36.8
Strongest force on any atom in eV Å⁻¹: 5.58
Highest occupied orbital energy in eV: -4.145
HOMO-LUMO gap in eV: 7.879

***

Entry 2:
Below is a structure of composition C6H11O4Ru, with properties calculated with ωB97M-V with the def2-TZVPD basis set.

The geometry in XYZ format:
```
22
Properties=species:S:1:pos:R:3:forces:R:3:lowdin_charge:R:1
H 1.349358 0.754146 0.324344 -0.355 -0.813 -0.714 0.075
C 0.592096 -1.869619 1.058769 0.224 0.288 0.131 -0.332
H 1.802148 -3.240848 -0.729549 -0.165 -0.158 0.254 0.065
C -0.258275 0.375068 -1.681420 1.773 -1.303 -1.074 -0.396
O 0.175513 -3.123714 0.547203 -0.505 0.067 -0.410 -0.247
O 0.560652 2.274764 -0.467872 -0.987 1.480 -0.101 -0.203
H -0.045376 3.942674 0.463101 -0.192 -0.295 0.082 0.088
H -1.684316 3.005796 1.873964 0.072 -0.487 -0.052 -0.020
C 0.672454 0.823865 -0.544968 -0.371 2.852 0.669 -0.247
H -0.276692 1.134691 -2.498067 0.015 0.118 0.740 0.104
C 1.215076 -3.866640 -0.033796 0.296 0.402 -0.150 -0.165
H 1.886679 -4.243555 0.753902 0.089 -0.096 -0.142 0.069
C -1.165617 2.254584 1.256318 -0.246 0.363 -0.414 -0.249
O -1.552661 0.060665 -1.268776 -0.149 -0.144 -0.938 -0.439
O -0.606988 -1.249511 1.566423 0.728 -2.793 1.947 -0.367
H 0.234267 -0.503122 -2.161438 -0.450 0.184 0.360 0.085
H 1.250021 -0.714197 -0.106164 0.025 -2.817 0.106 0.105
H 0.792286 -4.708564 -0.600556 -0.024 0.240 0.320 0.077
H 1.208327 -2.099040 1.951264 0.232 0.197 -0.189 0.080
H -1.092007 -1.806153 2.269680 0.427 0.455 -0.680 0.095
C -0.277372 2.866144 0.450184 0.806 -0.211 -0.219 -0.349
Ru -1.583264 0.243162 0.667847 -1.241 2.469 0.473 1.170
```
Forces are in eV/Å.

Values from the calculation:
Molecular weight in g mol⁻¹: 248.22
Total charge: -1
Energy relative to the best compared isomer or geometry (same formula, charge and spin) in kcal per mole: 0.0
Strongest force on any atom in eV Å⁻¹: 3.48
Spin multiplicity: 7
Highest occupied orbital energy (alpha / beta) in eV: 0.172 / -4.180
HOMO-LUMO gap (alpha / beta) in eV: 3.377 / 7.540

***

Entry 3:
Below is the ion C6H11O5S2 with charge -1, with properties calculated with ωB97M-V with the def2-TZVPD basis set.

The geometry in XYZ format:
```
24
Properties=species:S:1:pos:R:3:forces:R:3:lowdin_charge:R:1
O -0.389528 1.695185 -2.347893 -0.159 -0.945 -0.442 -0.330
H -1.098535 1.030419 -0.503804 0.313 -0.062 0.091 0.062
H 1.062293 2.369387 -0.396481 -0.164 -2.196 0.412 0.166
S -0.183257 0.266575 -2.596389 -0.918 1.899 -2.315 0.481
H -1.717831 -2.341520 -0.907874 -0.685 -0.141 0.078 0.005
H -1.954890 -0.396814 1.164911 1.059 0.191 0.202 0.102
O 1.336827 0.014247 -1.903616 -0.610 -1.294 -3.049 -0.201
C 1.786012 1.538833 1.441013 1.672 2.767 -0.402 -0.120
C -0.853707 -0.196199 1.144701 0.786 -1.575 1.900 -0.341
H -1.019741 1.820671 0.933589 0.259 1.219 0.697 0.100
O -1.075463 -0.623577 -1.862295 0.372 0.332 -0.548 -0.382
S 0.062080 -1.484806 0.281591 -1.156 -2.853 1.221 0.886
O 0.838752 -2.204140 1.320831 0.852 0.005 0.602 -0.552
C -1.394866 -2.623051 0.090089 -0.202 -0.670 -0.648 -0.228
H -0.320058 -0.337019 2.181211 -1.347 0.548 -1.577 0.128
H -1.043127 -3.704773 -0.005132 -0.261 1.534 0.601 0.068
O 0.009010 -0.088893 -3.998880 0.126 0.057 1.575 -0.318
C -0.527089 1.026214 0.416485 0.331 1.829 -0.780 -0.281
C 1.679981 0.226082 -0.725213 1.931 1.022 3.011 -0.180
H 1.158020 2.276182 2.016543 0.676 -0.501 -0.354 0.069
H 2.806705 2.152838 1.134199 -2.344 -1.730 1.041 0.118
H 2.038581 0.738377 2.148915 -0.121 -0.217 -0.780 0.060
H -2.224761 -2.464256 0.857901 1.404 -0.349 -0.912 0.064
C 1.024591 1.310040 0.115598 -1.813 1.128 0.377 -0.375
```
Forces are in eV/Å.

Values from the calculation:
Molecular weight in g mol⁻¹: 227.28
Total charge: -1
Strongest force on any atom in eV Å⁻¹: 3.72
Highest occupied orbital energy in eV: -4.016
HOMO-LUMO gap in eV: 7.240

***

Entry 4:
Below is an isolated molecule of C6H11OP, with properties calculated with ωB97M-V with the def2-TZVPD basis set.

The geometry in XYZ format:
```
19
Properties=species:S:1:pos:R:3:forces:R:3:lowdin_charge:R:1
O 1.929394 -1.453854 1.173102 -0.163 1.057 -0.174 -0.408
H -1.624986 -0.574620 2.177216 0.418 -0.040 1.103 0.041
H -2.884408 -0.790500 -0.584387 -0.143 -0.630 0.344 0.103
H -0.161095 -1.554019 -0.844826 -0.538 -0.058 0.068 0.086
P 1.194139 -0.217120 0.712832 0.309 -1.269 -1.440 0.829
H 0.398125 -0.016622 -1.619115 -0.262 -1.196 1.160 0.087
C -1.218543 0.417108 -0.344345 -0.009 2.022 0.170 -0.302
C -0.045340 -0.487312 -0.681102 0.951 0.377 -0.237 -0.340
H -1.335677 1.042039 -1.277995 -1.100 -0.758 0.889 0.114
C 2.040877 0.992933 -0.383489 1.967 -0.436 1.973 -0.305
C -2.494529 -0.267929 0.295971 0.844 0.129 -2.781 -0.271
C 3.373244 1.012318 -0.509260 -0.886 -0.541 0.959 -0.019
H 3.942242 0.450648 0.224252 -0.043 -0.399 -0.179 0.055
H -3.297257 0.424401 0.490053 -0.013 0.774 0.488 0.096
H 3.994518 1.486088 -1.225863 -0.014 0.842 -0.708 0.044
H 1.271944 1.591699 -0.777418 -0.282 0.944 -1.191 0.037
H -2.187383 -2.147783 1.412753 -0.074 -1.859 0.095 0.034
C -2.127943 -1.117663 1.421784 -0.057 1.770 -0.266 0.034
H -0.767314 1.210190 0.339843 -0.907 -0.730 -0.273 0.086
```
Forces are in eV/Å.

Values from the calculation:
Molecular weight in g mol⁻¹: 130.13
Total charge: 0
Energy relative to the best compared isomer or geometry (same formula, charge and spin) in kcal per mole: 108.8
Strongest force on any atom in eV Å⁻¹: 2.91
Highest occupied orbital energy (alpha / beta) in eV: -8.403 / -8.444
HOMO-LUMO gap (alpha / beta) in eV: 6.974 / 8.546

***

Entry 5:
Below is a cluster of 2 separate species, C6H11P in total, with properties calculated with ωB97M-V with the def2-TZVPD basis set.

The geometry in XYZ format:
```
18
Properties=species:S:1:pos:R:3:forces:R:3:lowdin_charge:R:1
C 1.509732 1.500545 -0.607699 -0.001 0.116 0.999 -0.264
H -1.835865 0.329166 -1.123202 1.119 -0.370 -0.323 0.028
C -2.616350 0.862731 -0.665019 -2.760 0.878 -0.430 -0.066
C -2.814486 0.923961 0.630563 1.662 -0.646 0.422 -0.060
H 0.324196 -2.726073 0.312486 1.049 0.526 0.514 0.070
C 0.831284 -0.587716 0.849265 -0.558 -2.539 0.757 -0.247
H 2.020525 -2.163274 -0.276474 -2.135 0.490 0.106 0.099
H 0.319148 -1.835178 -1.013072 0.410 1.051 -0.889 0.048
H 0.814745 2.356712 -0.786183 0.946 -0.927 -0.531 0.075
H -1.982515 0.485828 1.131856 0.220 -0.269 1.164 0.004
H -0.201922 -0.211492 0.992178 0.372 -0.823 0.253 0.075
C 0.907788 -1.866560 -0.112810 0.362 -1.018 1.444 -0.102
P 3.338496 0.973061 -0.239947 -2.178 0.536 1.101 0.828
C 1.513633 0.464934 0.173748 2.662 1.710 -0.877 -0.558
H -3.579690 1.322890 1.263404 -0.533 0.373 -0.397 0.051
H 3.540871 -0.114886 -1.067929 0.040 -0.312 -1.263 -0.174
H 1.317167 -0.956640 1.841980 -0.883 1.143 -1.631 0.145
H -3.406764 1.241989 -1.303141 0.207 0.080 -0.419 0.047
```
Forces are in eV/Å.

Values from the calculation:
Molecular weight in g mol⁻¹: 114.13
Total charge: 0
SMILES string: CCC1=[PH]=C1.C=C
Energy relative to the best compared isomer or geometry (same formula, charge and spin) in kcal per mole: 74.0
Strongest force on any atom in eV Å⁻¹: 3.28
Highest occupied orbital energy in eV: -8.514
HOMO-LUMO gap in eV: 9.488

***

Entry 6:
Below is an isolated molecule of C6H11P, with properties calculated with ωB97M-V with the def2-TZVPD basis set.

The geometry in XYZ format:
```
18
Properties=species:S:1:pos:R:3:forces:R:3:lowdin_charge:R:1
H 2.107251 0.935370 -2.401401 0.192 -0.329 -2.182 0.041
H 0.468132 0.895893 2.057591 -0.448 0.980 -0.832 0.107
H -1.473089 1.403392 -1.719074 0.275 -0.360 0.364 0.115
H -0.284774 -2.827745 2.228606 -1.606 -2.162 1.539 -0.180
C -0.387098 0.551295 -0.008816 0.081 -2.498 3.724 -0.237
H 2.312507 0.522820 -0.811168 2.244 -1.348 1.634 0.032
H 0.465368 -1.012900 -1.438281 -0.008 0.487 0.784 0.123
H -1.854334 -0.849918 1.489559 -2.427 -0.553 -0.265 0.034
C -1.148778 0.485198 -1.195458 0.650 1.893 -1.639 -0.060
H 1.594223 1.953189 -1.067669 -0.616 -1.024 -0.814 0.107
C -0.885215 -0.571452 1.663437 2.505 -1.582 -2.295 -0.391
C 1.634952 0.892654 -1.480266 -2.662 1.962 1.968 -0.041
H 0.223355 -2.463858 0.411312 -0.033 -0.160 -0.621 -0.130
P 0.414492 -1.881833 1.666113 1.176 2.716 -0.779 0.804
C 0.370484 0.047224 -1.130400 0.531 0.797 -1.342 -0.248
C -0.464674 0.777907 1.465645 -0.364 2.739 0.861 -0.291
H -1.334875 1.478959 1.670142 1.535 -0.326 0.115 0.135
H -1.757928 -0.336194 -1.399872 -1.025 -1.231 -0.221 0.081
```
Forces are in eV/Å.

Values from the calculation:
Molecular weight in g mol⁻¹: 114.13
Total charge: 0
Energy relative to the best compared isomer or geometry (same formula, charge and spin) in kcal per mole: 95.5
Strongest force on any atom in eV Å⁻¹: 4.48
Highest occupied orbital energy in eV: -7.711
HOMO-LUMO gap in eV: 8.426